Record 1
90
Properties=species:S:1:pos:R:3 method="wB97M-V/def2-TZVPD" charge=+1 homo_energy_ha="-0.3127 / -0.3824" multiplicity=6 relative_energy_kcal_mol=7.0 gap_ev="4.748 / 4.760" largest_force_ha_per_bohr=0.02468 e_tot_ev=-148996.842
Fe 0.0052 0.0540 0.0209
Cl 2.6711 -7.8269 -4.3008
C 2.0579 -6.3983 -3.5565
C 2.6933 -5.8759 -2.4384
C 2.1951 -4.7330 -1.8417
C 1.0766 -4.0789 -2.3653
C 0.4468 -4.6293 -3.4825
C 0.9250 -5.7856 -4.0720
C 0.6123 -2.8295 -1.7323
C 0.2386 -2.9029 -0.3550
C -0.0377 -4.1140 0.2915
C -0.4737 -3.7986 1.5678
C -0.4443 -2.4064 1.6722
C -0.7456 -1.6972 2.8662
C -0.9826 -2.5014 4.0970
C 0.1298 -2.9750 4.7920
C -0.0202 -3.7112 5.9531
C -1.2963 -3.9875 6.4249
Cl -1.4926 -4.9125 7.8697
C -2.4119 -3.5315 5.7420
C -2.2514 -2.7856 4.5840
C -0.6442 -0.3333 2.9948
N -0.2717 0.5375 1.9914
C -0.0120 1.7341 2.6021
C 0.5128 2.8459 1.9491
C 1.0883 3.9601 2.7227
C 0.3950 4.6529 3.7177
C 1.0172 5.6307 4.4720
C 2.3544 5.9240 4.2482
Cl 3.1483 7.1010 5.2225
C 3.0546 5.2812 3.2359
C 2.4221 4.3168 2.4770
C 0.5752 2.9424 0.5195
C 0.7345 4.1664 -0.1430
C 0.6650 3.9016 -1.5004
C 0.4736 2.5243 -1.6328
N 0.3910 1.9300 -0.3897
C 0.4636 1.8405 -2.8781
C 0.4221 0.4722 -2.9923
C 0.6165 -0.2420 -4.2231
C 0.7345 -1.5498 -3.9073
C 0.5515 -1.6601 -2.4811
N 0.3555 -0.4168 -1.9439
C 0.6918 2.6554 -4.1023
C -0.3482 3.1216 -4.8954
C -0.0870 3.8985 -6.0142
C 1.2231 4.2087 -6.3410
Cl 1.5517 5.1745 -7.7345
C 2.2740 3.7535 -5.5570
C 2.0043 2.9817 -4.4408
C -0.2688 1.6240 4.0158
C -0.6955 0.3647 4.2491
N -0.0184 -1.8467 0.4858
H 3.5756 -6.3610 -2.0443
H 2.6905 -4.3255 -0.9696
H -0.4529 -4.1667 -3.8683
H 0.4173 -6.2192 -4.9226
H 0.0465 -5.0945 -0.1460
H -0.7843 -4.4757 2.3461
H 1.1227 -2.7577 4.4169
H 0.8446 -4.0673 6.4959
H -3.4008 -3.7564 6.1173
H -3.1271 -2.4290 4.0550
H -0.6599 4.4606 3.8636
H 0.4664 6.1729 5.2282
H 4.0885 5.5374 3.0505
H 2.9700 3.8034 1.6988
H 0.8463 5.1215 0.3402
H 0.7454 4.5992 -2.3170
H 0.6823 0.2223 -5.1934
H 0.9268 -2.3631 -4.5842
H -1.3717 2.8814 -4.6344
H -0.8968 4.2672 -6.6286
H 3.2916 4.0117 -5.8159
H 2.8175 2.6210 -3.8228
H -0.1321 2.4091 4.7364
H -0.9856 -0.0712 5.1908
C -3.2757 1.5628 -0.1193
P -2.3937 -0.0021 -0.4544
C -3.4027 -1.2180 0.4646
C -2.8769 -0.3644 -2.1805
H -4.3279 1.4673 -0.3840
H -2.8211 2.3717 -0.6931
H -3.1844 1.8114 0.9391
H -4.4585 -1.0539 0.2513
H -3.2281 -1.1093 1.5356
H -3.1169 -2.2280 0.1689
H -3.9548 -0.2549 -2.2946
H -2.5852 -1.3860 -2.4274
H -2.3647 0.3147 -2.8623

Record 2
120
Properties=species:S:1:pos:R:3 method="wB97M-V/def2-TZVPD" homo_energy_ha=-0.3389 relative_energy_kcal_mol=48.9 gap_ev=9.780 largest_force_ha_per_bohr=0.06195 smiles=c1ccncc1.c1ccncc1.c1ccncc1.c1ccncc1.c1ccncc1.C1CCOC1.C1CCOC1.C1CCOC1.C1CCOC1.C1CCOC1 e_tot_ev=-65401.455
C -0.9408 4.9130 4.2316
C -1.3657 3.7344 4.7372
C -1.0338 2.5487 4.1815
N -0.1898 2.4609 3.1046
C 0.2464 3.6180 2.5873
C -0.1053 4.8770 3.0820
H -1.3118 5.8188 4.6881
H -2.0826 3.6815 5.5432
H -1.3317 1.6555 4.7104
H 0.9862 3.5028 1.8089
H 0.2202 5.8099 2.6460
C -5.1438 -0.8782 -4.7628
C -6.0255 -1.9387 -4.6593
C -5.9880 -2.7322 -3.5071
N -5.1019 -2.5228 -2.5001
C -4.1748 -1.5306 -2.6244
C -4.1901 -0.7423 -3.7814
H -5.2116 -0.1368 -5.5451
H -6.8528 -2.0348 -5.3469
H -6.6360 -3.5954 -3.4711
H -3.5805 -1.2638 -1.7630
H -3.4788 0.0480 -3.9710
C -0.7915 -2.1623 -4.0777
C -1.3719 -3.3476 -4.3587
C -0.5300 -4.3278 -4.9113
N 0.8115 -4.1960 -5.0260
C 1.3469 -2.9871 -4.6580
C 0.5590 -1.9390 -4.2299
H -1.3863 -1.3804 -3.6290
H -2.4256 -3.5064 -4.1834
H -0.9337 -5.3162 -5.0743
H 2.4128 -2.9225 -4.8195
H 0.9745 -0.9815 -3.9524
C -0.7816 -2.7982 5.9252
C -0.6214 -1.8720 4.8757
C 0.3827 -2.0422 3.9821
N 1.2693 -3.0502 4.0718
C 1.1891 -3.8793 5.1351
C 0.2335 -3.7859 6.0800
H -1.5227 -2.7178 6.7066
H -1.2501 -1.0027 4.7511
H 0.5404 -1.3679 3.1533
H 1.8800 -4.6974 5.2755
H 0.2050 -4.4430 6.9366
C 2.4399 -3.0657 0.3599
C 2.3063 -3.2403 -1.0457
C 2.4294 -4.5148 -1.5499
N 2.6975 -5.5708 -0.7679
C 2.8702 -5.3839 0.5471
C 2.7582 -4.1548 1.1900
H 2.1926 -2.1192 0.8175
H 2.0160 -2.4826 -1.7585
H 2.3373 -4.6653 -2.6154
H 3.0761 -6.2119 1.2093
H 3.0237 -4.0321 2.2297
C 3.9867 0.1233 2.2088
C 4.8159 0.2960 3.4982
C 5.0029 1.7845 3.7354
O 4.7299 2.3085 2.4288
C 3.7734 1.5246 1.7400
H 3.0115 -0.2955 2.4573
H 4.4510 -0.5380 1.4772
H 5.7956 -0.1683 3.3855
H 4.3919 -0.1282 4.4084
H 5.9964 2.0313 4.1098
H 4.2164 2.1461 4.3978
H 4.0662 1.7169 0.7078
H 2.7977 1.8565 2.0949
C 4.8668 -0.6691 -3.9667
C 5.7974 -0.9890 -2.8688
C 4.8110 -1.0847 -1.6394
O 3.7542 -0.1834 -1.9601
C 3.9279 0.3028 -3.3031
H 4.2398 -1.5191 -4.2360
H 5.3356 -0.2877 -4.8738
H 6.4992 -0.1622 -2.7592
H 6.3889 -1.8870 -3.0471
H 5.3396 -0.7881 -0.7335
H 4.4875 -2.1191 -1.5226
H 4.3250 1.3178 -3.2942
H 3.0550 0.5082 -3.9227
C -1.0900 4.6595 -1.9108
C -2.0280 4.7042 -3.1145
C -3.2706 5.3949 -2.5155
O -3.3561 4.6805 -1.2644
C -2.0613 4.5465 -0.7384
H -0.5199 5.5758 -1.7572
H -0.2877 3.9339 -2.0445
H -2.2406 3.6988 -3.4779
H -1.7187 5.2330 -4.0161
H -4.1228 5.5225 -3.1831
H -2.9729 6.4376 -2.4053
H -1.9529 3.6204 -0.1739
H -1.8427 5.3870 -0.0797
C -3.9673 0.6721 1.5946
C -4.3455 1.8683 2.4913
C -5.2158 1.1093 3.4301
O -4.3402 0.0547 3.7702
C -3.6010 -0.3603 2.6373
H -3.1641 0.9678 0.9196
H -4.7463 0.3891 0.8867
H -4.9430 2.6115 1.9634
H -3.4451 2.3638 2.8545
H -6.1180 0.6341 3.0449
H -5.4959 1.7929 4.2316
H -3.8919 -1.3518 2.2904
H -2.5216 -0.3150 2.7823
C 0.2120 0.3322 0.2118
C 0.5509 1.2424 -0.9586
C -0.6480 1.1466 -1.8892
O -1.0257 -0.2276 -1.7263
C -0.5089 -0.8291 -0.4832
H -0.3755 0.9650 0.8769
H 1.0902 -0.0838 0.7057
H 1.4115 0.8767 -1.5187
H 0.8057 2.2836 -0.7610
H -0.3584 1.3630 -2.9175
H -1.5499 1.7259 -1.6913
H 0.1304 -1.6969 -0.6457
H -1.3830 -1.1545 0.0809

Record 3
15
Properties=species:S:1:pos:R:3 method="wB97M-V/def2-TZVPD" homo_energy_ha=-0.3559 relative_energy_kcal_mol=74.4 gap_ev=10.653 largest_force_ha_per_bohr=0.00778 smiles="CC1(OCO)C=C1" e_tot_ev=-9406.608
C -0.5486 1.9388 -0.2778
C -0.2217 0.4860 -0.0634
O 1.1832 0.3216 0.0623
C 1.5068 -0.9741 0.4766
O 1.5125 -1.8739 -0.5869
C -1.1011 -0.5774 -0.6201
C -1.1368 -0.4241 0.6744
H -0.1595 2.2901 -1.2386
H -0.1230 2.5507 0.5218
H -1.6361 2.0514 -0.2799
H 0.7659 -1.2658 1.2379
H 2.4971 -0.9855 0.9321
H 0.6226 -1.8216 -0.9677
H -1.5676 -1.0259 -1.4855
H -1.5937 -0.6904 1.6149